# 1
Below is C33H51BFeN11O6S as an isolated structure, with properties calculated with wB97M-V/def2-TZVPD.

Summary:
Gap between HOMO and LUMO (spin up / spin down)   7.56 / 6.11 eV
Spin multiplicity   6
Highest occupied orbital energy (spin up / spin down)   -8.147 / -7.414 eV
E_tot   -109627.620 eV
LUMO energy (spin up / spin down)   -0.6 / -1.3 eV
ΔE to the lowest compared entry with this formula, charge and spin   0.0 kJ/mol

Positions of all 104 atoms, in Å:
Fe  -0.846  0.329  -1.252
C  -3.548  2.138  2.135
C  -3.510  0.876  1.264
C  -4.864  0.167  1.337
C  -2.391  -0.031  1.689
C  -2.277  -0.721  2.909
C  -1.102  -1.431  2.794
N  -0.569  -1.179  1.590
N  -1.340  -0.302  0.914
B  0.788  -1.694  1.085
N  0.722  -2.199  -0.366
C  1.400  -3.271  -0.795
C  1.339  -3.312  -2.168
C  0.594  -2.182  -2.530
N  0.218  -1.518  -1.432
C  0.335  -1.741  -3.946
C  -1.089  -1.254  -4.196
C  1.356  -0.688  -4.389
N  1.938  -0.635  1.185
C  2.862  -0.567  2.167
C  3.946  0.139  1.686
C  3.595  0.453  0.349
N  2.386  -0.008  0.078
C  4.462  1.054  -0.727
C  4.006  0.605  -2.114
C  4.528  2.580  -0.664
H  -4.280  2.850  1.750
H  -3.834  1.880  3.157
H  -2.577  2.636  2.182
H  -3.329  1.158  0.223
H  -5.160  0.013  2.378
H  -5.635  0.774  0.858
H  -4.842  -0.804  0.845
H  -2.967  -0.715  3.736
H  -0.621  -2.119  3.470
H  1.090  -2.618  1.802
H  1.884  -3.924  -0.087
H  1.773  -4.043  -2.829
H  0.501  -2.635  -4.555
H  -1.267  -0.286  -3.716
H  -1.243  -1.096  -5.264
H  -1.835  -1.965  -3.843
H  1.258  0.226  -3.805
H  2.376  -1.061  -4.272
H  1.200  -0.443  -5.442
H  2.710  -1.083  3.103
H  4.899  0.295  2.169
H  5.472  0.671  -0.544
H  3.000  0.974  -2.319
H  4.681  0.998  -2.877
H  3.985  -0.483  -2.187
H  4.755  2.915  0.352
H  5.312  2.957  -1.323
H  3.584  3.023  -0.986
C  0.300  -6.173  1.356
C  -0.667  -5.272  0.639
C  -0.698  -5.215  -0.749
C  -1.575  -4.369  -1.409
C  -2.428  -3.573  -0.662
C  -2.435  -3.627  0.725
C  -1.548  -4.470  1.365
S  -3.680  -2.665  -1.489
O  -3.803  -3.185  -2.823
O  -4.830  -2.593  -0.628
N  -3.049  -1.118  -1.625
C  -3.989  -0.258  -2.308
C  -3.495  1.183  -2.507
O  -4.276  1.936  -3.068
O  -2.336  1.468  -2.052
H  0.863  -6.788  0.655
H  -0.222  -6.837  2.048
H  1.011  -5.586  1.940
H  -0.024  -5.837  -1.325
H  -1.610  -4.333  -2.489
H  -3.135  -3.023  1.286
H  -1.542  -4.517  2.448
H  -4.930  -0.222  -1.744
H  -4.256  -0.682  -3.284
N  -0.832  2.295  -0.062
C  -0.013  3.328  -0.682
C  0.884  3.998  0.352
C  0.088  4.761  1.403
C  0.928  5.092  2.624
N  1.253  3.834  3.311
C  2.432  3.259  3.446
N  2.538  2.121  4.148
N  3.538  3.808  2.937
C  0.825  2.731  -1.826
O  1.653  3.467  -2.360
O  0.577  1.519  -2.109
H  -1.787  2.579  0.091
H  -0.432  1.950  0.803
H  -0.664  4.070  -1.152
H  1.599  4.654  -0.150
H  1.458  3.188  0.825
H  -0.761  4.159  1.746
H  -0.333  5.675  0.978
H  0.406  5.735  3.333
H  1.846  5.606  2.344
H  0.463  3.332  3.688
H  1.694  1.606  4.344
H  3.336  1.533  3.963
H  3.453  4.495  2.207
H  4.381  3.260  2.919

Löwdin atomic charge list, values in e, 4 entries:
1. Fe 0.82
2. C -0.06
3. C -0.36
4. C -0.05

=====

# 2
Below is a 2-piece molecular cluster, C5H8NOS overall at a distorted geometry, with properties calculated with wB97M-V/def2-TZVPD.

Summary:
Charge   +1
Gap between HOMO and LUMO   8.73 eV
Highest occupied orbital energy   -13.181 eV
E_tot   -19680.181 eV
LUMO energy   -4.4 eV
ΔE to the lowest compared entry with this formula, charge and spin   57.9 kJ/mol

Positions of all 16 atoms, in Å:
C  1.556  -0.813  -1.194
C  1.789  -1.422  0.033
C  0.953  0.424  -1.233
C  1.509  -0.729  1.180
C  0.625  1.095  -0.026
N  1.033  0.570  1.113
O  0.303  2.377  -0.043
S  -2.717  0.203  0.132
H  1.783  -1.352  -2.056
H  2.017  -2.494  0.067
H  0.916  0.956  -2.119
H  1.488  -1.022  2.310
H  -3.872  -0.075  -0.471
H  0.781  1.062  2.062
H  -0.293  2.470  -0.915
H  -3.207  1.279  0.828

Löwdin atomic charge list, values in e, 4 entries:
1. C 0.01
2. C -0.02
3. C 0.05
4. C -0.01

=====

# 3
Below is a 2-piece molecular cluster, C5H8N4O overall at a distorted geometry, with properties calculated with wB97M-V/def2-TZVPD.

Summary:
Gap between HOMO and LUMO   9.21 eV
Highest occupied orbital energy   -9.499 eV
E_tot   -13318.253 eV
LUMO energy   -0.3 eV
ΔE to the lowest compared entry with this formula, charge and spin   504.5 kJ/mol

Positions of all 18 atoms, in Å:
C  -4.425  1.308  0.253
C  -3.956  0.068  -0.436
C  2.626  0.143  -0.969
C  2.248  -0.875  0.078
C  1.383  -0.484  1.286
N  -4.528  2.135  1.038
N  -0.098  -0.374  0.846
N  -0.589  0.306  0.031
N  -1.222  0.896  -0.666
O  -3.699  -0.959  0.099
H  -3.917  0.124  -1.550
H  3.079  0.977  -0.493
H  3.253  -0.365  -1.708
H  1.755  0.589  -1.431
H  3.245  -1.102  0.593
H  1.988  -1.722  -0.591
H  1.325  -1.224  2.088
H  1.530  0.559  1.532

Löwdin atomic charge list, values in e, 4 entries:
1. C -0.15
2. C -0.32
3. C -0.13
4. C -0.28

=====

# 4
Below is CH3ClO2PS as an isolated structure at a distorted geometry, with properties calculated with wB97M-V/def2-TZVPD.

Summary:
Charge   -1
Gap between HOMO and LUMO   7.74 eV
Highest occupied orbital energy   -4.875 eV
E_tot   -37830.249 eV
LUMO energy   2.9 eV
ΔE to the lowest compared entry with this formula, charge and spin   161.6 kJ/mol

Positions of all 9 atoms, in Å:
C  1.148  0.329  0.091
O  -3.291  -0.218  0.058
O  -1.580  1.609  -0.424
P  -1.887  0.311  0.161
S  -0.166  -1.082  0.307
Cl  1.897  -2.675  -0.144
H  1.994  -0.205  -0.426
H  1.157  0.897  0.953
H  0.728  1.036  -0.575

Löwdin atomic charge list, values in e, 4 entries:
1. C -0.40
2. O -0.43
3. O -0.41
4. P 0.34

=====

# 5
Below is one molecule with the formula C4H5NO2S at a distorted geometry, with properties calculated with wB97M-V/def2-TZVPD.

Summary:
SMILES   NC(=S)/C=C\C(=O)O
Gap between HOMO and LUMO   7.59 eV
Highest occupied orbital energy   -8.594 eV
E_tot   -20649.260 eV
LUMO energy   -1.0 eV
ΔE to the lowest compared entry with this formula, charge and spin   88.7 kJ/mol

Positions of all 13 atoms, in Å:
N  1.429  -0.642  -1.109
C  1.733  0.340  -0.223
S  3.241  0.980  -0.065
C  0.660  0.858  0.656
C  -0.663  0.576  0.783
C  -1.545  -0.386  0.107
O  -1.232  -1.192  -0.805
O  -2.762  -0.326  0.570
H  0.456  -0.996  -1.193
H  2.195  -0.979  -1.629
H  1.015  1.600  1.271
H  -1.223  1.164  1.526
H  -3.304  -0.998  0.111

Löwdin atomic charge list, values in e, 4 entries:
1. N 0.10
2. C -0.87
3. S 0.65
4. C -0.07

=====

# 6
Below is a 10-piece molecular cluster, H21O10 overall at a distorted geometry, with properties calculated with wB97M-V/def2-TZVPD.

Summary:
Charge   +1
Gap between HOMO and LUMO   11.21 eV
Highest occupied orbital energy   -14.202 eV
E_tot   -20808.870 eV
LUMO energy   -3.0 eV
ΔE to the lowest compared entry with this formula, charge and spin   189.0 kJ/mol

Positions of all 31 atoms, in Å:
O  0.676  -0.512  0.772
H  -1.773  0.269  -2.577
H  2.921  -0.874  -0.057
O  1.048  -3.820  -0.693
H  -2.363  -3.257  -0.558
H  1.966  -3.876  -0.937
O  3.226  -0.388  -0.798
H  2.249  0.432  3.937
H  -0.899  0.673  0.486
O  -1.028  2.619  -2.251
H  -1.266  3.554  -2.208
H  -0.124  2.779  -1.926
O  -1.018  0.197  -2.008
H  0.936  -3.971  0.227
H  -0.179  0.548  -2.431
O  -2.451  0.681  2.835
H  -2.238  0.728  3.779
H  -3.259  1.224  2.825
O  -2.304  -2.314  -0.670
H  -1.946  1.657  0.380
H  -1.379  -2.313  -0.968
O  -1.004  1.536  0.080
H  -1.066  1.123  -1.033
H  1.055  0.002  1.490
O  1.378  1.701  -1.649
H  0.122  -1.073  1.397
O  1.314  0.277  3.992
H  1.256  -0.636  4.252
H  2.283  2.100  -1.707
H  3.588  0.450  -0.483
H  1.459  0.934  -1.014

Löwdin atomic charge list, values in e, 4 entries:
1. O -0.06
2. H 0.11
3. H 0.00
4. O -0.03

=====

- Look up the ΔE to the lowest compared entry with this formula, charge and spin of the second one.
  57.9 kJ/mol